(1)
{
  "formula": "C36H65F8N6O9S",
  "method": "ωB97M-V/def2-TZVPD",
  "lumo_energy_ha": -0.1268,
  "homo_energy_ev": -10.4,
  "charge": 1,
  "homo_lumo_gap_ev": 6.9,
  "species": ["C", "C", "O", "C", "C", "O", "C", "C", "O", "C", "N", "C", "S", "C", "C", "C", "C", "O", "C", "F", "F", "F", "C", "F", "F", "C", "C", "C", "C", "C", "C", "F", "F", "F", "C", "H", "H", "H", "H", "H", "H", "H", "H", "H", "H", "H", "H", "H", "H", "H", "H", "H", "H", "H", "H", "H", "H", "H", "H", "H", "H", "H", "H", "H", "H", "C", "O", "N", "C", "C", "H", "H", "H", "H", "H", "H", "H", "C", "O", "N", "C", "C", "H", "H", "H", "H", "H", "H", "H", "C", "O", "N", "C", "C", "H", "H", "H", "H", "H", "H", "H", "C", "O", "N", "C", "C", "H", "H", "H", "H", "H", "H", "H", "C", "O", "N", "C", "C", "H", "H", "H", "H", "H", "H", "H"],
  "xyz": [[5.235, 0.233, 0.840], [5.345, 1.398, -0.310], [3.976, 1.577, -0.889], [3.760, 0.511, -1.923], [2.242, -0.145, -1.725], [1.676, -0.707, -2.961], [0.587, -1.662, -2.695], [-0.933, -0.992, -2.894], [-0.970, 0.169, -1.992], [-2.294, 0.709, -1.790], [-2.513, 1.647, -0.601], [-4.000, 2.007, -0.853], [-4.834, 3.050, 0.419], [-5.995, 4.334, -0.295], [-5.480, 5.803, 0.318], [-1.639, 2.862, -0.558], [-1.176, 3.626, -1.892], [-0.288, 2.941, -2.836], [-2.321, 4.411, -2.773], [-2.910, 3.624, -3.879], [-1.599, 5.563, -3.434], [-3.388, 5.043, -1.947], [-2.315, 0.957, 0.755], [-2.228, 1.929, 1.910], [-1.028, 0.202, 0.890], [-3.468, -0.118, 1.174], [-4.654, 0.143, 2.325], [-5.776, -1.000, 2.728], [-5.797, -2.522, 2.038], [-4.630, -2.796, 0.905], [-4.549, -4.255, 0.147], [-3.371, -5.076, 0.519], [-5.857, -4.948, 0.379], [-4.506, -3.966, -1.330], [-3.526, -1.651, 0.505], [5.954, -0.647, 0.492], [5.620, 0.646, 1.867], [4.115, -0.131, 0.896], [5.759, 2.370, 0.203], [6.106, 1.116, -1.184], [4.603, -0.318, -1.847], [3.763, 1.077, -2.953], [2.217, -0.878, -0.800], [1.550, 0.779, -1.430], [0.697, -2.208, -1.656], [0.671, -2.514, -3.516], [-1.762, -1.795, -2.692], [-0.963, -0.553, -4.002], [-3.061, -0.195, -1.819], [-2.556, 1.352, -2.762], [-4.667, 1.027, -1.006], [-4.142, 2.564, -1.900], [-7.057, 4.161, 0.168], [-5.980, 4.340, -1.476], [-6.341, 6.385, 0.876], [-4.961, 6.464, -0.508], [-4.640, 5.622, 1.147], [-0.633, 2.544, 0.005], [-2.070, 3.732, 0.144], [-0.494, 4.530, -1.490], [0.656, 3.250, -2.709], [-4.663, 1.214, 2.841], [-6.585, -0.689, 3.543], [-6.621, -3.318, 2.347], [-2.676, -1.893, -0.293], [0.128, -4.266, -5.690], [-0.050, -5.081, -4.793], [-0.575, -4.213, -6.875], [-0.302, -3.216, -7.888], [-1.620, -5.187, -7.115], [0.899, -3.481, -5.610], [-1.208, -2.627, -8.057], [-0.015, -3.722, -8.814], [0.507, -2.549, -7.577], [-2.374, -5.101, -6.327], [-1.186, -6.191, -7.081], [-2.086, -5.020, -8.090], [0.241, -4.058, 3.660], [-0.335, -3.031, 3.326], [-0.288, -5.330, 3.598], [0.461, -6.497, 4.014], [-1.636, -5.506, 3.099], [1.272, -4.039, 4.054], [0.557, -7.178, 3.163], [-0.080, -6.995, 4.823], [1.459, -6.221, 4.366], [-1.691, -5.119, 2.077], [-2.326, -4.937, 3.730], [-1.916, -6.563, 3.108], [1.737, -3.862, 8.009], [2.643, -4.360, 8.666], [1.729, -2.582, 7.498], [0.615, -2.067, 6.729], [2.871, -1.723, 7.736], [0.821, -4.428, 7.769], [0.973, -1.783, 5.735], [0.211, -1.187, 7.239], [-0.174, -2.817, 6.627], [3.765, -2.196, 7.319], [3.007, -1.603, 8.815], [2.721, -0.744, 7.272], [1.928, 5.638, -5.004], [1.750, 4.824, -4.107], [1.225, 5.691, -6.189], [1.498, 6.689, -7.202], [0.180, 4.718, -6.429], [2.699, 6.424, -4.924], [0.592, 7.278, -7.371], [1.785, 6.183, -8.128], [2.307, 7.356, -6.891], [-0.574, 4.804, -5.641], [0.614, 3.714, -6.395], [-0.286, 4.885, -7.405], [6.589, 0.289, 4.677], [5.783, -0.255, 3.933], [6.290, 1.261, 5.608], [7.305, 1.857, 6.453], [4.918, 1.702, 5.748], [7.661, 0.029, 4.654], [7.048, 1.669, 7.499], [7.330, 2.935, 6.269], [8.291, 1.434, 6.243], [4.294, 0.843, 6.015], [4.574, 2.103, 4.790], [4.835, 2.471, 6.520]],
  "lowdin_charge": [-0.095, -0.245, -0.252, -0.149, -0.162, -0.191, -0.136, -0.112, -0.178, -0.142, -0.150, -0.405, 0.851, -0.468, -0.184, -0.063, -0.185, -0.045, -0.169, 0.026, 0.006, 0.007, -0.229, -0.004, 0.039, -0.037, 0.011, -0.017, 0.049, -0.032, -0.214, 0.023, 0.001, -0.013, 0.082, 0.092, 0.055, 0.092, 0.122, 0.126, 0.138, 0.138, 0.135, 0.124, 0.144, 0.122, 0.138, 0.158, 0.158, 0.176, 0.140, 0.128, 0.090, 0.100, 0.087, 0.077, 0.070, 0.190, 0.167, 0.205, 0.116, 0.095, 0.105, 0.121, 0.113, -0.341, 0.002, -0.210, -0.065, -0.048, 0.121, 0.088, 0.092, 0.085, 0.092, 0.096, 0.089, -0.336, -0.013, -0.204, -0.060, -0.053, 0.132, 0.091, 0.091, 0.088, 0.071, 0.094, 0.094, -0.331, 0.007, -0.207, -0.069, -0.050, 0.127, 0.084, 0.088, 0.082, 0.095, 0.095, 0.075, -0.308, -0.008, -0.200, -0.059, -0.042, 0.135, 0.092, 0.092, 0.087, 0.072, 0.097, 0.092, -0.315, -0.013, -0.207, -0.063, -0.046, 0.134, 0.091, 0.090, 0.087, 0.077, 0.093, 0.090]
}



(2)
{
  "formula": "C36H66AsNP2S3Si2Ti",
  "method": "ωB97M-V/def2-TZVPD",
  "lumo_energy_ha": [0.0165, 0.0163],
  "spin_multiplicity": 3,
  "homo_energy_ev": [-6.3, -7.1],
  "homo_lumo_gap_ev": [6.8, 7.5],
  "species": ["Ti", "C", "C", "C", "P", "C", "C", "C", "C", "C", "C", "C", "C", "C", "N", "C", "C", "C", "C", "C", "C", "P", "C", "C", "C", "C", "C", "C", "H", "H", "H", "H", "H", "H", "H", "H", "H", "H", "H", "H", "H", "H", "H", "H", "H", "H", "H", "H", "H", "H", "H", "H", "H", "H", "H", "H", "H", "H", "H", "H", "H", "H", "H", "H", "C", "C", "S", "C", "C", "S", "C", "C", "S", "H", "H", "H", "H", "H", "H", "H", "H", "H", "H", "H", "H", "C", "Si", "C", "C", "As", "Si", "C", "C", "C", "H", "H", "H", "H", "H", "H", "H", "H", "H", "H", "H", "H", "H", "H", "H", "H", "H", "H"],
  "xyz": [[-0.187, -0.650, 0.198], [4.836, 1.013, 0.090], [3.340, 1.260, 0.265], [2.963, 2.725, 0.035], [2.104, 0.161, -0.646], [2.458, 0.347, -2.476], [3.865, 0.661, -2.984], [1.842, -0.856, -3.200], [2.769, -1.454, -0.111], [3.901, -2.055, -0.656], [4.584, -3.058, 0.009], [4.197, -3.375, 1.304], [3.040, -2.845, 1.840], [2.224, -1.965, 1.103], [0.998, -1.494, 1.515], [0.242, -2.011, 2.561], [0.301, -3.330, 3.034], [-0.477, -3.754, 4.096], [-1.367, -2.887, 4.706], [-1.481, -1.595, 4.222], [-0.689, -1.133, 3.177], [-0.807, 0.552, 2.448], [-2.181, 1.308, 3.474], [-2.741, 2.562, 2.800], [-1.894, 1.585, 4.950], [0.823, 1.287, 3.045], [0.801, 2.815, 3.025], [1.381, 0.751, 4.360], [5.371, 1.501, 0.908], [5.070, -0.049, 0.126], [5.211, 1.425, -0.844], [3.113, 1.008, 1.305], [3.263, 3.050, -0.964], [1.882, 2.857, 0.135], [3.456, 3.371, 0.764], [1.850, 1.224, -2.720], [4.611, -0.066, -2.671], [3.846, 0.665, -4.077], [4.190, 1.649, -2.662], [2.525, -1.705, -3.200], [0.915, -1.166, -2.711], [1.611, -0.602, -4.237], [4.272, -1.724, -1.616], [5.447, -3.528, -0.443], [4.808, -4.037, 1.905], [2.766, -3.090, 2.857], [0.944, -4.047, 2.550], [-0.387, -4.777, 4.440], [-1.993, -3.222, 5.522], [-2.216, -0.945, 4.673], [-2.962, 0.543, 3.401], [-2.089, 3.422, 2.955], [-2.852, 2.415, 1.726], [-3.725, 2.802, 3.209], [-1.307, 2.494, 5.073], [-2.841, 1.735, 5.473], [-1.362, 0.771, 5.437], [1.490, 0.955, 2.249], [0.223, 3.216, 3.858], [1.819, 3.203, 3.113], [0.371, 3.185, 2.096], [0.787, 1.071, 5.215], [1.427, -0.337, 4.357], [2.397, 1.132, 4.496], [-0.143, 2.693, -4.786], [-1.137, 1.684, -4.222], [-0.775, 1.174, -2.491], [-2.292, 1.682, -1.642], [-2.402, 3.194, -1.485], [-1.115, 3.857, -0.366], [-0.144, 4.988, -1.421], [0.609, 4.317, -2.563], [-0.346, 4.379, -4.127], [-0.301, 2.804, -5.860], [0.889, 2.379, -4.623], [-1.122, 0.766, -4.812], [-2.146, 2.094, -4.239], [-2.227, 1.191, -0.667], [-3.144, 1.272, -2.187], [-3.375, 3.455, -1.063], [-2.266, 3.708, -2.433], [0.562, 5.438, -0.720], [-0.811, 5.771, -1.784], [0.791, 3.274, -2.327], [1.555, 4.827, -2.752], [-4.453, -0.512, 0.547], [-3.705, -2.232, 0.182], [-5.048, -3.153, -0.805], [-3.659, -3.081, 1.878], [-1.828, -1.922, -1.162], [-1.035, -4.107, -1.303], [-2.381, -5.172, -2.125], [0.442, -4.053, -2.502], [-0.391, -5.118, 0.172], [-5.303, -0.591, 1.229], [-4.804, -0.033, -0.370], [-3.714, 0.146, 1.014], [-6.051, -2.893, -0.459], [-4.930, -4.233, -0.702], [-4.974, -2.908, -1.866], [-4.621, -3.556, 2.086], [-3.470, -2.354, 2.663], [-2.883, -3.846, 1.942], [-2.951, -4.567, -2.831], [-3.078, -5.559, -1.379], [-1.960, -6.024, -2.663], [0.190, -3.483, -3.398], [0.746, -5.055, -2.813], [1.302, -3.575, -2.024], [-1.010, -5.000, 1.063], [0.629, -4.818, 0.423], [-0.372, -6.179, -0.084]],
  "lowdin_charge": [0.223, -0.089, -0.507, -0.115, 1.050, -0.544, -0.099, -0.140, -0.306, -0.117, -0.096, -0.079, -0.031, -0.284, -0.134, -0.306, -0.049, -0.077, -0.092, -0.116, -0.314, 1.071, -0.531, -0.127, -0.108, -0.522, -0.111, -0.084, 0.085, 0.063, 0.060, 0.083, 0.070, 0.043, 0.083, 0.033, 0.062, 0.083, 0.060, 0.074, 0.012, 0.084, 0.087, 0.100, 0.105, 0.103, 0.090, 0.108, 0.104, 0.088, 0.090, 0.066, 0.038, 0.084, 0.066, 0.087, 0.055, 0.040, 0.061, 0.080, 0.029, 0.066, 0.071, 0.083, -0.531, -0.467, 0.784, -0.549, -0.510, 0.836, -0.534, -0.539, 0.870, 0.070, 0.065, 0.074, 0.076, 0.009, 0.084, 0.074, 0.028, 0.068, 0.065, 0.007, 0.069, -0.233, 0.208, -0.242, -0.202, 0.668, 0.210, -0.239, -0.241, -0.208, 0.030, 0.020, -0.017, 0.023, 0.009, 0.015, 0.031, 0.002, 0.009, 0.015, 0.013, 0.023, 0.019, 0.028, 0.003, 0.003, 0.012, 0.031]
}